Record 1
The following is a quantum chemistry calculation of the molecule C5H7FO in a non-equilibrium geometry, from the Open Molecules 2025 dataset.

Output
frontier orbital gap: 0.362 Ha
total charge: 0

Last column: natural (NBO) charge in e.
Atoms and positions in Å:
C -0.635 -0.508 -2.607  -0.492
C -0.654 -0.227 -1.311  0.119
O 0.513 -0.405 -0.588  -0.505
C 0.501 0.197 0.670  0.244
C 0.523 -0.717 1.832  -0.673
C 0.398 1.574 0.751  0.148
F 0.451 2.102 1.998  -0.338
H 0.282 -0.912 -3.007  0.210
H -1.550 -0.589 -3.189  0.213
H -1.578 0.117 -0.775  0.190
H 0.381 -0.121 2.736  0.240
H 1.403 -1.366 1.868  0.233
H -0.323 -1.380 1.705  0.225
H 0.288 2.235 -0.083  0.186

Forces on atoms 1 to 2 (eV/Å):
-0.39 -0.60 0.27
-0.48 0.04 -0.24

***

Record 2
The following is a quantum chemistry calculation of a 2-piece molecular cluster, C15H17ClNO6 overall in a non-equilibrium geometry, from the Open Molecules 2025 dataset.

Output
frontier orbital gap: 0.205 Ha
total charge: -1

Last column: natural (NBO) charge in e.
Atoms and positions in Å:
C -3.832 -1.756 1.510  -0.619
C -2.347 -1.984 1.432  -0.073
O -1.771 -0.684 1.156  -0.523
C -0.493 -0.706 0.740  0.758
C 0.218 0.587 0.917  -0.531
Cl 1.681 0.402 1.713  -0.029
C -0.418 1.913 1.118  0.735
O 0.198 2.926 1.416  -0.679
O -1.756 1.890 0.955  -0.524
C -2.367 3.095 1.447  -0.068
C -3.859 2.919 1.375  -0.618
O 0.058 -1.706 0.303  -0.675
H -4.356 -2.680 1.754  0.196
H -4.066 -1.014 2.280  0.208
H -4.208 -1.391 0.548  0.209
H -1.954 -2.333 2.398  0.170
H -2.076 -2.692 0.639  0.198
H -2.058 3.250 2.489  0.179
H -2.024 3.941 0.838  0.185
H -4.340 3.855 1.660  0.197
H -4.194 2.649 0.370  0.207
H -4.193 2.151 2.078  0.202
C 2.018 0.566 -1.396  -0.055
C 2.943 1.520 -1.072  -0.158
N 2.751 2.832 -1.497  0.483
O 3.614 3.725 -1.312  -0.422
O 1.659 3.047 -2.091  -0.431
C 2.343 -0.837 -1.535  -0.091
C 1.609 -1.652 -2.433  -0.150
C 1.973 -2.974 -2.656  -0.224
C 3.050 -3.540 -1.948  -0.212
C 3.764 -2.755 -1.034  -0.241
C 3.438 -1.414 -0.846  -0.107
H 1.030 0.882 -1.728  0.260
H 3.861 1.306 -0.522  0.217
H 0.770 -1.198 -2.967  0.212
H 1.415 -3.573 -3.377  0.205
H 3.316 -4.589 -2.101  0.203
H 4.589 -3.186 -0.461  0.204
H 4.011 -0.793 -0.159  0.203

Forces on atoms 1 to 2 (eV/Å):
-0.31 0.07 -0.03
0.21 0.54 -0.35

***

Record 3
The following is a quantum chemistry calculation of a 2-piece molecular cluster, N2O6 overall in a non-equilibrium geometry, from the Open Molecules 2025 dataset.

Output
frontier orbital gap (spin up / spin down): 0.359 / 0.339 Ha
total charge: 0

Last column: natural (NBO) charge in e.
Atoms and positions in Å:
N 1.631 -0.030 -0.129  0.703
N -1.653 -0.167 0.133  0.714
O 1.003 -0.889 -0.561  -0.284
O 2.858 0.087 0.086  -0.240
O -1.276 -0.924 0.902  -0.290
O -2.683 -0.068 -0.488  -0.225
O 1.225 1.098 0.312  -0.181
O -1.106 0.893 -0.253  -0.197

Forces on atoms 1 to 2 (eV/Å):
2.11 2.97 1.75
-0.18 2.52 -1.09

***

Record 4
The following is a quantum chemistry calculation of a 9-piece molecular cluster, C26H44N2O22S2 overall in a non-equilibrium geometry, from the Open Molecules 2025 dataset.

Output
frontier orbital gap: 0.324 Ha
total charge: 0

Last column: Löwdin charge in e.
Atoms and positions in Å:
C -0.392 1.569 -4.617  0.062
N 0.473 2.368 -3.712  -0.440
O 0.157 3.509 -3.437  0.062
O 1.404 1.798 -3.171  0.046
H 0.195 1.359 -5.508  0.106
H -1.335 2.060 -4.816  0.101
H -0.522 0.627 -4.087  0.099
C -4.112 3.928 0.893  0.040
N -5.035 3.408 1.919  -0.445
O -5.511 4.188 2.716  0.070
O -5.223 2.209 1.930  0.082
H -3.172 4.219 1.350  0.083
H -4.552 4.781 0.381  0.103
H -3.974 3.155 0.144  0.085
O -2.428 -1.102 0.923  -0.203
S -2.159 -0.833 -0.445  0.623
O -2.628 -1.767 -1.411  -0.219
O -2.582 0.695 -0.774  -0.180
C -1.518 1.591 -0.485  -0.164
C -0.307 0.728 -0.073  -0.173
O -0.582 -0.536 -0.678  -0.190
H -1.160 2.157 -1.349  0.116
H -1.866 2.262 0.294  0.099
H -0.276 0.769 1.016  0.095
H 0.587 1.164 -0.507  0.109
O -1.471 1.674 2.796  -0.222
S -1.265 2.536 3.913  0.618
O -1.719 2.110 5.195  -0.204
O 0.297 2.906 4.020  -0.178
C 0.474 4.299 4.119  -0.179
C -0.646 4.876 3.276  -0.152
O -1.765 4.017 3.547  -0.196
H 0.456 4.666 5.147  0.137
H 1.416 4.658 3.697  0.138
H -0.472 4.824 2.197  0.118
H -0.810 5.925 3.518  0.139
O -4.136 -7.782 0.069  0.126
C -3.641 -6.726 0.311  -0.468
C -3.027 -5.707 -0.645  -0.061
C -2.867 -4.465 0.223  -0.168
C -2.873 -5.007 1.647  -0.161
O -3.514 -6.268 1.588  0.029
H -2.060 -6.116 -0.950  0.127
H -3.600 -5.507 -1.546  0.126
H -1.973 -3.898 -0.031  0.091
H -3.683 -3.772 0.015  0.108
H -1.852 -5.091 2.030  0.116
H -3.380 -4.309 2.315  0.125
O 6.630 -1.180 -1.345  0.125
C 5.438 -1.249 -1.357  -0.487
C 4.578 -2.493 -1.314  -0.067
C 3.182 -1.980 -0.980  -0.128
C 3.253 -0.480 -1.352  -0.145
O 4.648 -0.155 -1.394  0.029
H 4.627 -3.061 -2.241  0.126
H 4.947 -3.142 -0.521  0.128
H 2.372 -2.402 -1.570  0.080
H 2.944 -2.138 0.069  0.113
H 2.642 -0.185 -2.204  0.101
H 2.865 0.132 -0.532  0.115
O 0.581 -3.604 2.038  0.109
C 0.722 -2.791 2.908  -0.475
C -0.150 -1.578 3.197  -0.063
C 0.666 -0.781 4.206  -0.143
C 1.667 -1.811 4.753  -0.154
O 1.736 -2.872 3.802  0.032
H -0.283 -1.044 2.264  0.085
H -1.069 -2.001 3.604  0.143
H 1.213 0.001 3.678  0.111
H 0.120 -0.324 5.029  0.113
H 2.641 -1.344 4.899  0.122
H 1.368 -2.223 5.718  0.125
O 1.322 3.846 0.297  0.097
C 1.811 4.785 -0.276  -0.484
C 3.262 4.934 -0.710  -0.063
C 3.417 6.416 -1.103  -0.128
C 1.957 6.913 -1.121  -0.131
O 1.212 5.983 -0.309  0.017
H 3.920 4.654 0.109  0.126
H 3.501 4.249 -1.525  0.126
H 4.010 6.905 -0.337  0.112
H 3.797 6.511 -2.116  0.113
H 1.829 7.918 -0.735  0.123
H 1.533 6.825 -2.122  0.125
O -2.310 -5.345 -4.627  0.123
C -1.253 -5.047 -4.149  -0.484
C -0.680 -3.630 -4.070  -0.057
C 0.505 -3.870 -3.126  -0.175
C 0.881 -5.296 -3.436  -0.166
O -0.340 -5.964 -3.756  0.040
H -0.281 -3.445 -5.072  0.131
H -1.353 -2.843 -3.755  0.110
H 1.362 -3.230 -3.347  0.102
H 0.175 -3.647 -2.109  0.115
H 1.582 -5.289 -4.278  0.128
H 1.434 -5.779 -2.630  0.129

Forces on atoms 1 to 2 (eV/Å):
0.46 -0.67 0.06
-0.15 0.41 1.29

***

Record 5
The following is a quantum chemistry calculation of a 3-piece molecular cluster, C28H44F3N5O8P2S2 overall in a non-equilibrium geometry, from the Open Molecules 2025 dataset.

Output
frontier orbital gap: 0.238 Ha
total charge: 0

Last column: Löwdin charge in e.
Atoms and positions in Å:
C 2.874 3.576 0.547  -0.029
C 3.715 2.336 0.004  -0.362
O 4.898 2.198 0.434  0.028
N 3.247 1.309 -0.948  -0.134
C 2.408 1.866 -2.053  -0.069
C 2.630 0.158 -0.285  -0.090
C 1.260 0.209 0.456  -0.085
N 0.472 1.446 0.576  0.085
C -0.716 1.259 0.077  -0.578
S -2.360 1.184 -0.139  0.808
C 0.763 -1.108 1.085  0.033
C 1.546 -2.449 1.045  0.008
C 2.921 -2.476 0.337  -0.094
C 3.715 -3.870 0.362  -0.130
C 4.225 -4.079 1.874  -0.119
C 4.895 -2.774 2.505  -0.109
F 5.846 -2.001 1.745  -0.026
C 4.636 -2.295 3.858  -0.112
F 3.673 -1.304 4.165  0.029
F 5.407 -2.844 4.913  0.066
C 3.444 -1.187 -0.337  -0.187
P 5.121 -1.148 -1.233  0.384
S 4.993 -0.445 -3.061  0.112
C 0.725 -3.595 1.783  -0.390
O 0.949 -4.821 1.767  0.094
N -0.351 -2.853 2.470  -0.063
P 0.445 -2.450 4.027  0.789
O -0.311 -3.194 5.133  -0.423
C -0.539 -1.469 1.921  -0.394
O -1.568 -0.832 2.197  0.049
H 2.740 3.450 1.685  0.104
H 1.879 3.732 0.017  0.065
H 3.524 4.511 0.375  0.100
H 2.400 3.012 -2.102  0.111
H 1.357 1.413 -2.060  0.071
H 2.898 1.511 -3.037  0.061
H 3.035 -4.749 0.061  0.135
H 4.629 -3.859 -0.314  0.084
H 3.328 -4.412 2.495  0.104
H 5.010 -4.912 1.924  0.124
H 5.926 -0.212 -0.472  -0.003
H 5.816 -2.396 -1.181  -0.021
H 0.381 -1.018 4.186  0.065
H 1.799 -2.916 3.974  0.036
C -2.073 -3.144 -5.191  -0.114
O -0.673 -3.345 -5.089  -0.199
C -0.034 -3.574 -6.347  -0.206
C 0.840 -2.381 -6.739  -0.209
N 0.023 -1.218 -7.082  -0.054
C 0.784 0.034 -7.177  -0.191
C 1.502 0.533 -5.912  -0.218
O 0.628 0.955 -4.870  -0.187
C 0.126 -0.095 -4.060  -0.097
H -2.492 -3.174 -4.184  0.089
H -2.296 -2.163 -5.621  0.074
H -2.545 -3.928 -5.789  0.087
H -0.752 -3.823 -7.135  0.121
H 0.617 -4.443 -6.209  0.119
H 1.458 -2.654 -7.599  0.123
H 1.502 -2.170 -5.893  0.101
H -0.696 -1.094 -6.380  0.062
H 0.071 0.807 -7.481  0.118
H 1.513 -0.058 -7.989  0.117
H 2.069 1.424 -6.198  0.122
H 2.242 -0.182 -5.534  0.103
H 0.841 -0.914 -3.945  0.095
H -0.817 -0.463 -4.470  0.073
H -0.093 0.311 -3.069  0.060
C -7.012 4.756 4.506  -0.115
O -6.424 3.802 5.375  -0.197
C -6.719 2.449 5.021  -0.206
C -5.473 1.741 4.486  -0.207
N -5.091 2.263 3.176  -0.049
C -3.751 1.849 2.738  -0.234
C -2.552 2.284 3.596  -0.214
O -2.298 3.685 3.581  -0.179
C -3.094 4.442 4.480  -0.097
H -6.897 5.742 4.961  0.090
H -6.502 4.769 3.539  0.074
H -8.078 4.561 4.363  0.087
H -7.555 2.379 4.317  0.120
H -7.026 1.948 5.944  0.120
H -5.674 0.669 4.402  0.124
H -4.676 1.884 5.222  0.101
H -5.113 3.276 3.198  0.064
H -3.611 2.265 1.736  0.040
H -3.738 0.760 2.632  0.102
H -1.662 1.821 3.157  0.101
H -2.607 1.908 4.623  0.114
H -3.334 3.889 5.392  0.090
H -4.007 4.775 3.982  0.069
H -2.535 5.338 4.759  0.089

Forces on atoms 1 to 2 (eV/Å):
0.36 0.19 -0.50
3.79 -0.20 1.90

***

Record 6
The following is a quantum chemistry calculation of C20H17F5N2OPd as an isolated structure, from the Open Molecules 2025 dataset.

Output
frontier orbital gap: 0.247 Ha
total charge: +2

Last column: natural (NBO) charge in e.
Atoms and positions in Å:
Pd -0.905 -0.762 0.601  1.023
F 1.093 1.616 4.923  -0.272
C 0.108 1.516 4.047  0.474
C 0.243 0.591 3.013  -0.373
C -0.799 0.503 2.123  -0.021
C -1.931 1.324 2.170  -0.194
C -2.002 2.213 3.243  0.470
F -3.062 3.005 3.359  -0.284
C -1.003 2.321 4.189  -0.322
C -2.838 1.281 1.023  0.210
C -4.016 1.992 0.856  -0.208
C -4.706 1.892 -0.342  -0.078
C -4.216 1.086 -1.359  -0.230
C -3.059 0.374 -1.134  0.081
N -2.398 0.465 0.028  -0.467
H 1.137 -0.013 2.957  0.265
H -1.084 3.028 5.003  0.285
H -4.383 2.620 1.652  0.272
H -5.623 2.448 -0.480  0.260
H -4.720 1.001 -2.311  0.264
H -2.645 -0.281 -1.884  0.224
O -1.278 -2.098 -1.158  -0.772
C -1.009 -3.532 -1.062  -0.071
C 0.451 -3.830 -1.357  -0.433
C 1.413 -2.913 -0.581  -0.456
C 1.173 -3.035 0.894  0.262
C 1.783 -4.070 1.590  -0.229
C 1.486 -4.301 2.920  -0.081
C 0.548 -3.485 3.536  -0.232
C -0.016 -2.465 2.810  0.048
N 0.296 -2.214 1.515  -0.523
H -0.944 -1.802 -2.016  0.510
H -1.675 -4.048 -1.751  0.225
H -1.289 -3.812 -0.048  0.193
H 0.652 -3.745 -2.428  0.239
H 0.638 -4.873 -1.093  0.248
H 1.307 -1.881 -0.902  0.211
H 2.440 -3.195 -0.807  0.265
H 2.491 -4.695 1.064  0.254
H 1.965 -5.106 3.461  0.260
H 0.257 -3.624 4.567  0.263
H -0.743 -1.817 3.275  0.228
F 1.647 0.178 0.220  -0.271
C 0.468 0.460 -0.272  1.045
F 0.173 1.721 -0.124  -0.264
F 0.410 0.137 -1.557  -0.297

Forces on atoms 1 to 2 (eV/Å):
0.16 -0.22 -0.18
0.01 -0.01 0.01

***

Record 7
The following is a quantum chemistry calculation of an isolated ion of composition C5H11N2O2S and charge +1 in a non-equilibrium geometry, from the Open Molecules 2025 dataset.

Output
frontier orbital gap: 0.378 Ha
total charge: +1

Last column: natural (NBO) charge in e.
Atoms and positions in Å:
C 1.927 0.360 -0.233  0.380
C -0.331 0.899 -0.787  -0.270
C -0.312 -1.507 0.132  0.059
C -0.819 -0.029 0.377  0.209
C -2.320 -0.080 0.316  -0.674
N 1.100 1.252 -0.823  -0.543
N 3.194 0.714 0.030  -0.767
O -0.457 -1.880 -1.174  -0.658
O -0.376 0.434 1.577  -0.717
S 1.598 -1.199 0.486  0.255
H -0.686 0.631 -1.802  0.251
H -0.980 1.730 -0.709  0.248
H -0.524 -2.077 1.019  0.219
H -2.743 -0.589 1.105  0.226
H -2.858 -0.591 -0.573  0.256
H -2.831 0.951 0.573  0.244
H 1.466 2.174 -0.672  0.428
H 3.688 1.307 -0.656  0.419
H 3.849 0.189 0.572  0.434
H -0.689 -2.774 -1.128  0.495
H -0.896 0.086 2.370  0.505

Forces on atoms 1 to 2 (eV/Å):
0.20 -0.41 1.16
-0.72 -0.09 -0.66

***

Record 8
The following is a quantum chemistry calculation of C37H48FN9O2ScSi as an isolated structure, from the Open Molecules 2025 dataset.

Output
frontier orbital gap: 0.270 Ha
total charge: +1

Last column: Löwdin charge in e.
Atoms and positions in Å:
Sc -0.327 0.368 -0.235  1.038
C -6.658 1.276 0.958  -0.075
C -6.000 1.451 2.169  -0.068
C -4.643 1.724 2.200  -0.033
C -3.935 1.819 1.008  -0.251
C -4.595 1.661 -0.205  -0.046
C -5.956 1.393 -0.233  -0.070
N -2.517 2.028 0.972  0.029
N -2.085 2.621 1.968  0.084
C -0.678 2.796 2.049  -0.306
C -0.337 3.770 2.989  -0.030
C 0.988 4.109 3.178  -0.077
C 1.946 3.453 2.421  -0.069
C 1.576 2.468 1.512  -0.130
C 0.252 2.057 1.285  -0.169
H -7.719 1.064 0.941  0.108
H -6.551 1.377 3.098  0.109
H -4.121 1.861 3.136  0.108
H -4.056 1.804 -1.136  0.090
H -6.468 1.290 -1.180  0.109
H -1.128 4.256 3.546  0.111
H 1.269 4.867 3.896  0.107
H 2.994 3.701 2.541  0.109
H 2.392 2.013 0.963  0.074
N -0.921 2.433 -1.401  -0.031
C -0.713 2.883 -2.789  -0.225
C -1.446 1.997 -3.782  -0.175
C -0.899 0.565 -3.838  -0.172
C -1.757 -0.495 -3.171  -0.211
N -2.011 -0.274 -1.720  -0.018
H -1.887 2.595 -1.132  0.058
H -0.389 3.031 -0.772  0.075
H 0.357 2.855 -2.999  0.115
H -1.040 3.920 -2.903  0.122
H -1.362 2.464 -4.765  0.117
H -2.520 1.993 -3.554  0.112
H 0.106 0.532 -3.409  0.091
H -0.788 0.256 -4.879  0.124
H -1.246 -1.453 -3.254  0.078
H -2.712 -0.587 -3.696  0.128
H -2.317 -1.166 -1.347  0.032
H -2.804 0.347 -1.593  0.055
C -0.901 -3.316 -0.595  -0.157
Si 0.668 -2.773 -1.472  0.418
C 2.053 -3.684 -0.593  -0.143
C 0.494 -3.393 -3.247  -0.168
N 0.887 -1.027 -1.409  -0.142
C 2.055 -0.592 -2.013  -0.343
C 3.010 -1.349 -2.726  -0.047
C 4.164 -0.778 -3.247  -0.073
C 4.449 0.571 -3.090  -0.095
C 3.540 1.363 -2.400  -0.015
C 2.410 0.756 -1.917  -0.243
F 1.491 1.526 -1.224  -0.039
H -0.868 -4.409 -0.572  0.052
H -1.820 -3.064 -1.130  0.022
H -0.978 -2.978 0.438  0.009
H 2.005 -4.751 -0.826  0.045
H 1.933 -3.587 0.488  0.014
H 3.053 -3.334 -0.848  0.032
H 1.023 -4.340 -3.376  0.041
H 0.889 -2.694 -3.985  0.032
H -0.553 -3.582 -3.496  0.029
H 2.858 -2.406 -2.884  0.082
H 4.856 -1.413 -3.784  0.112
H 5.357 1.003 -3.487  0.110
H 3.705 2.417 -2.222  0.131
N -4.457 -1.577 4.473  0.160
C -3.609 -1.290 3.463  -0.313
C -2.404 -0.607 3.680  0.006
C -1.585 -0.324 2.617  -0.180
N -1.847 -0.653 1.336  -0.016
C -3.011 -1.301 1.147  -0.147
C -3.893 -1.647 2.137  0.004
H -4.237 -1.328 5.420  0.113
H -5.310 -2.078 4.305  0.113
H -2.112 -0.293 4.674  0.126
H -0.660 0.209 2.788  0.096
H -3.273 -1.574 0.135  0.097
H -4.805 -2.171 1.884  0.123
O 6.258 1.661 -0.442  -0.042
C 6.440 0.300 -0.084  -0.232
N 5.152 -0.203 0.294  0.114
C 4.962 -0.911 1.438  -0.421
O 5.861 -1.241 2.185  0.085
C 3.543 -1.297 1.761  -0.080
C 3.326 -2.264 2.734  0.024
C 2.024 -2.606 3.046  -0.025
C 0.987 -1.957 2.393  -0.134
N 1.173 -1.001 1.481  0.049
C 2.439 -0.700 1.179  -0.091
H 7.094 1.999 -0.780  0.094
H 7.096 0.185 0.778  0.127
H 6.843 -0.265 -0.931  0.130
H 4.414 -0.117 -0.388  0.102
H 4.178 -2.727 3.214  0.131
H 1.804 -3.367 3.781  0.116
H -0.039 -2.219 2.617  0.103
H 2.578 0.072 0.439  0.078

Forces on atoms 1 to 2 (eV/Å):
0.16 -0.05 0.26
0.00 -0.01 -0.01